# C22H29NO8

An isolated molecule of C22H29NO8 at a distorted geometry (wB97M-V/def2-TZVPD, the OMol25 dataset).

As for the electronic energy: -1512.3545 Eh. The value obtained for the largest force on an atom is 1.37 eV/Å. The lowest unoccupied orbital energy comes out at 0.43 eV. As for the HOMO-LUMO gap: 9.09 eV. Its SMILES is COc1cc(OC)c(-c2noc(C(=O)OC(C)(C)C)c2C(=O)OC(C)(C)C)c(OC)c1. Its energy above the lowest of the compared OMol25 structures with the same formula, charge and spin is 10.11 kJ/mol.

```
! wB97M-V def2-TZVPD RIJCOSX def2/J DEFGRID3
* xyz 0 1
C -0.695 6.230 1.025
H -1.670 5.746 1.141
O 0.023 5.693 -0.062
C 0.351 4.377 -0.034
C 0.026 3.498 0.996
C 0.414 2.175 0.907
C 1.144 1.678 -0.186
C 1.446 2.562 -1.231
C 1.051 3.896 -1.130
H 1.292 4.564 -1.939
O 2.064 2.279 -2.399
C 2.363 0.957 -2.779
H 2.657 1.021 -3.827
H 3.188 0.546 -2.190
H 1.488 0.307 -2.688
C 1.500 0.261 -0.109
N 2.728 -0.197 -0.095
O 2.674 -1.534 0.100
C 1.400 -1.913 0.219
C 0.582 -0.815 0.099
C -0.892 -0.726 0.204
O -1.558 -1.448 0.901
O -1.325 0.245 -0.587
C -2.718 0.643 -0.613
C -2.733 1.843 -1.561
H -2.077 2.621 -1.180
H -3.742 2.234 -1.651
H -2.378 1.547 -2.544
C -3.574 -0.499 -1.160
H -3.202 -0.815 -2.132
H -4.603 -0.166 -1.267
H -3.548 -1.346 -0.480
C -3.174 1.055 0.785
H -3.201 0.193 1.446
H -2.480 1.783 1.197
H -4.167 1.492 0.731
C 1.037 -3.338 0.481
O 1.651 -4.048 1.231
O -0.039 -3.630 -0.222
C -0.777 -4.866 0.001
C -1.983 -4.735 -0.927
H -2.619 -5.610 -0.838
H -1.654 -4.637 -1.959
H -2.551 -3.850 -0.658
C 0.082 -6.071 -0.375
H -0.504 -6.979 -0.270
H 0.418 -5.986 -1.406
H 0.951 -6.135 0.274
C -1.226 -4.921 1.459
H -0.375 -5.080 2.117
H -1.933 -5.735 1.595
H -1.704 -3.980 1.723
O 0.036 1.320 1.926
C 1.025 1.103 2.912
H 1.240 2.027 3.460
H 0.612 0.360 3.593
H 1.956 0.726 2.479
H -0.525 3.808 1.869
H -0.842 7.282 0.788
H -0.133 6.145 1.960
*
```


# C22H30BCl49NOPSi

A structure of composition C22H30BCl49NOPSi at a distorted geometry (wB97M-V/def2-TZVPD, the OMol25 dataset).

As for the electronic energy: -24191.1987 Eh. The value obtained for the largest force on an atom is 7.22 eV/Å. The lowest unoccupied orbital energy comes out at 0.13 eV. As for the HOMO-LUMO gap: 7.97 eV.

```
! wB97M-V def2-TZVPD RIJCOSX def2/J DEFGRID3
* xyz 0 1
C -3.169 -1.775 -0.038
C -3.990 -0.892 0.092
Si -4.823 0.811 0.005
Cl -5.163 1.371 2.045
B -3.709 2.217 -0.790
O -3.576 3.431 -0.040
N -3.022 2.175 -2.089
C -3.504 3.262 -3.009
C -3.131 0.825 -2.777
P -6.823 0.566 -0.879
C -6.743 -0.368 -2.524
C -7.648 2.246 -1.199
H -2.354 -2.532 -0.101
H -2.635 3.687 -0.098
H -2.662 3.958 -3.315
H -4.295 3.892 -2.495
H -4.018 2.837 -3.925
H -2.713 -0.041 -2.222
H -4.204 0.692 -3.101
H -2.524 0.904 -3.731
H -6.425 0.370 -3.323
H -7.765 -0.722 -2.832
H -6.006 -1.204 -2.384
H -8.569 2.091 -1.823
H -6.888 2.870 -1.757
H -7.927 2.775 -0.243
C 0.612 1.111 -1.656
Cl 1.132 2.694 -2.258
Cl -1.145 0.937 -1.815
Cl 1.454 -0.188 -2.520
H 0.873 1.043 -0.603
C -10.333 3.637 2.245
Cl -11.388 3.887 0.845
Cl -8.928 2.664 1.799
Cl -9.826 5.186 2.925
H -10.893 3.099 3.003
C -11.125 -1.048 -1.507
Cl -11.452 -1.479 -3.192
Cl -11.030 -2.498 -0.502
Cl -9.632 -0.107 -1.385
H -11.946 -0.435 -1.146
C 5.001 3.360 -1.503
Cl 4.956 2.467 0.026
Cl 5.202 5.093 -1.207
Cl 6.295 2.755 -2.541
H 4.054 3.208 -2.015
C 8.646 -0.701 -1.007
Cl 10.268 -0.005 -1.072
Cl 7.523 0.410 -0.216
Cl 8.078 -1.106 -2.632
H 8.691 -1.615 -0.424
C 9.425 -2.579 2.892
Cl 9.973 -4.109 3.578
Cl 10.757 -1.688 2.114
Cl 8.112 -2.864 1.742
H 9.040 -1.967 3.702
C -8.827 3.039 -5.362
Cl -8.160 4.449 -4.531
Cl -7.802 2.580 -6.728
Cl -9.009 1.686 -4.239
H -9.809 3.300 -5.745
C 14.009 -5.010 2.593
Cl 12.848 -3.688 2.422
Cl 13.511 -6.402 1.619
Cl 15.632 -4.480 2.134
H 14.031 -5.314 3.635
C 15.447 -9.819 1.731
Cl 14.496 -11.135 1.036
Cl 15.055 -9.605 3.441
Cl 17.177 -10.122 1.523
H 15.195 -8.901 1.206
C 2.855 5.969 1.919
Cl 2.119 7.510 1.462
Cl 2.375 5.514 3.558
Cl 2.414 4.704 0.768
H 3.935 6.087 1.899
C 21.063 -9.455 1.888
Cl 21.059 -10.331 3.423
Cl 21.213 -7.716 2.165
Cl 22.368 -10.033 0.845
H 20.118 -9.640 1.386
C -11.006 9.120 2.906
Cl -10.565 10.315 1.680
Cl -9.564 8.330 3.551
Cl -11.936 9.876 4.205
H -11.629 8.363 2.437
C 1.192 -1.390 -6.546
Cl 1.709 0.189 -7.148
Cl -0.560 -1.570 -6.697
Cl 2.027 -2.689 -7.407
H 1.453 -1.456 -5.494
C -9.354 3.518 6.815
Cl -8.696 2.006 7.451
Cl -8.083 4.471 6.042
Cl -10.671 3.193 5.678
H -9.755 4.092 7.645
C -14.789 3.100 4.426
Cl -13.457 2.986 3.268
Cl -14.199 3.647 5.999
Cl -16.045 4.186 3.821
H -15.222 2.111 4.547
C 11.473 -9.615 -0.937
Cl 12.154 -8.231 -0.071
Cl 12.516 -10.075 -2.288
Cl 11.243 -10.977 0.163
H 10.505 -9.328 -1.336
*
```


# C22H30BF7NbO23

A structure of composition C22H30BF7NbO23 at a distorted geometry (wB97M-V/def2-TZVPD, the OMol25 dataset).

As for the electronic energy: -3367.6664 Eh. The value obtained for the largest force on an atom is 1.65 eV/Å. The lowest unoccupied orbital energy comes out at 1.70 eV. As for the HOMO-LUMO gap: 5.88 eV.

```
! wB97M-V def2-TZVPD RIJCOSX def2/J DEFGRID3
* xyz -1 1
C 6.787 3.412 -2.508
O 5.916 2.418 -2.010
B 4.678 2.252 -2.606
O 4.411 0.958 -3.037
Nb 2.952 3.872 -2.920
H 7.806 3.047 -2.400
H 6.606 3.641 -3.553
H 6.679 4.343 -1.951
H 4.282 1.001 -3.987
H 2.459 3.070 -4.535
H 1.731 2.731 -2.170
H 3.497 4.477 -1.247
H 4.380 4.647 -3.813
H 1.980 5.427 -3.194
C 1.096 0.501 -0.090
C 0.197 -0.117 0.958
O -0.807 0.877 1.134
C -0.887 1.579 -0.035
O -1.786 2.316 -0.305
O 0.159 1.319 -0.810
F 0.824 -0.314 2.158
H 1.853 1.148 0.356
H 1.565 -0.243 -0.731
H -0.274 -1.046 0.651
C -2.334 0.621 -4.046
C -3.612 1.247 -3.518
O -4.041 0.277 -2.570
C -2.944 -0.368 -2.114
O -2.934 -1.063 -1.149
O -1.889 -0.128 -2.905
F -4.571 1.372 -4.474
H -2.545 -0.066 -4.866
H -1.582 1.343 -4.348
H -3.459 2.208 -3.033
C 3.280 -4.197 1.486
C 1.777 -4.173 1.695
O 1.385 -3.092 0.880
C 2.294 -2.964 -0.133
O 2.121 -2.305 -1.098
O 3.398 -3.687 0.150
F 1.435 -3.910 2.984
H 3.779 -3.517 2.177
H 3.722 -5.183 1.567
H 1.255 -5.075 1.375
C -2.138 -2.037 3.118
C -2.604 -2.752 1.865
O -3.089 -3.985 2.387
C -3.496 -3.766 3.669
O -4.170 -4.510 4.298
O -3.031 -2.580 4.108
F -1.599 -3.010 1.002
H -1.110 -2.304 3.364
H -2.232 -0.956 3.061
H -3.409 -2.242 1.337
C -3.508 6.042 -2.212
C -2.357 5.064 -2.335
O -1.334 5.867 -2.883
C -1.548 7.149 -2.471
O -0.773 8.035 -2.528
O -2.817 7.269 -1.979
F -2.640 4.052 -3.209
H -4.071 6.104 -3.144
H -4.180 5.817 -1.389
H -2.026 4.621 -1.398
C -6.922 -2.110 0.919
C -6.764 -1.852 -0.569
O -6.293 -0.523 -0.591
C -5.619 -0.287 0.571
O -4.902 0.624 0.777
O -5.905 -1.271 1.474
F -7.947 -1.924 -1.231
H -7.902 -1.778 1.266
H -6.762 -3.144 1.209
H -6.042 -2.496 -1.073
C 5.959 -2.655 4.892
C 5.607 -3.537 6.077
O 4.947 -4.625 5.452
C 5.425 -4.737 4.182
O 5.258 -5.670 3.473
O 6.114 -3.625 3.846
F 4.763 -2.936 6.944
H 5.135 -1.983 4.651
H 6.872 -2.085 5.022
H 6.465 -3.917 6.634
*
```